Record 1
DFT (the ωB97M-V functional and the def2-TZVPD basis) results for one molecule with the formula C3H4ClFO.

## Properties
Structure (SMILES) ... O[C@H]1[C@@H](F)[C@@H]1Cl
Energy relative to the best compared isomer or geometry (same formula, charge and spin) ... 148.1 kJ/mol
Frontier orbital gap ... 10.788 eV

Last column: natural (NBO) charge in e.
Cartesian coordinates (Å):
O: -1.624 1.312 -0.154  -0.6725
C: -0.628 0.645 0.559  0.0458
C: -0.503 -0.804 0.311  0.1415
F: -1.725 -1.162 -0.170  -0.3445
C: 0.346 0.067 -0.419  -0.2704
Cl: 2.088 0.003 -0.032  -0.0390
H: -2.101 0.590 -0.530  0.4777
H: -0.219 1.058 1.543  0.2076
H: -0.117 -1.489 1.028  0.2047
H: 0.173 0.307 -1.446  0.2491


Record 2
DFT (the ωB97M-V functional and the def2-TZVPD basis) results for a 2-piece molecular cluster, CH2N2OS overall.

## Properties
Structure (SMILES) ... [O-][NH+]=S.C#N
Energy relative to the best compared isomer or geometry (same formula, charge and spin) ... 209.5 kJ/mol
Frontier orbital gap ... 8.690 eV

Last column: natural (NBO) charge in e.
Cartesian coordinates (Å):
O: 0.636 -1.175 0.834  -0.2945
N: 1.059 -0.029 0.563  -0.1673
S: 1.099 0.735 -0.808  0.1229
H: 1.489 0.439 1.346  0.3718
C: -1.474 0.033 -0.683  0.0313
N: -1.483 -0.897 -0.003  -0.2935
H: -1.327 0.895 -1.250  0.2294


Record 3
DFT (the ωB97M-V functional and the def2-TZVPD basis) results for a 4-piece molecular cluster, C4H10Cl4N2O4 overall.

## Properties
Structure (SMILES) ... C[N+](=O)[O-].C[N+](=O)[O-].ClCCl.ClCCl
Energy relative to the best compared isomer or geometry (same formula, charge and spin) ... 15.0 kJ/mol
Frontier orbital gap ... 11.247 eV

Last column: natural (NBO) charge in e.
Cartesian coordinates (Å):
C: 7.850 -0.780 -16.207  -0.4921
N: 6.766 -1.795 -16.166  0.5340
O: 7.117 -2.952 -16.044  -0.3803
O: 5.617 -1.418 -16.225  -0.3699
H: 8.366 -0.819 -15.251  0.2303
H: 7.414 0.196 -16.366  0.2283
H: 8.548 -1.055 -16.992  0.2418
C: 8.686 -6.707 -12.767  -0.4889
N: 9.168 -8.119 -12.765  0.5340
O: 8.868 -8.795 -13.725  -0.3765
O: 9.917 -8.464 -11.881  -0.3757
H: 7.614 -6.725 -12.930  0.2390
H: 9.185 -6.199 -13.584  0.2412
H: 8.917 -6.291 -11.796  0.2209
Cl: 10.396 -2.408 -18.558  -0.0248
C: 11.812 -2.563 -17.506  -0.3936
Cl: 12.774 -4.009 -17.844  -0.0172
H: 12.453 -1.703 -17.646  0.2217
H: 11.481 -2.625 -16.478  0.2193
Cl: 7.748 -3.404 -12.234  -0.0095
C: 9.464 -3.115 -12.480  -0.4015
Cl: 9.926 -3.303 -14.174  -0.0297
H: 9.687 -2.104 -12.170  0.2254
H: 10.018 -3.832 -11.889  0.2238


Record 4
DFT (the ωB97M-V functional and the def2-TZVPD basis) results for a 2-piece molecular cluster, C2H4BrFO3 overall.

## Properties
Energy relative to the best compared isomer or geometry (same formula, charge and spin) ... 202.6 kJ/mol
Frontier orbital gap ... 9.049 eV

Last column: natural (NBO) charge in e.
Cartesian coordinates (Å):
C: -0.135 0.289 -1.352  -0.0783
C: 0.221 -0.215 0.693  0.8975
O: 0.544 -1.535 0.617  -0.7017
O: -1.039 0.016 1.056  -0.7058
O: 1.150 0.654 1.170  -0.6993
F: -1.442 -0.312 -1.650  -0.4275
Br: -0.260 2.196 -1.472  -0.0042
H: 0.384 -0.236 -2.122  0.1706
H: 1.479 -1.747 0.817  0.5069
H: -1.679 -0.500 0.536  0.5231
H: 0.780 1.391 1.707  0.5187


Record 5
DFT (the ωB97M-V functional and the def2-TZVPD basis) results for a 2-piece molecular cluster, C4H8N2 overall.

## Properties
Net charge ... +2
Energy relative to the best compared isomer or geometry (same formula, charge and spin) ... 253.0 kJ/mol
Frontier orbital gap (spin up / spin down) ... 6.800 / 8.162 eV
2S+1 ... 3

Last column: natural (NBO) charge in e.
Cartesian coordinates (Å):
C: -1.997 -1.133 -1.624  0.5709
C: 0.949 0.257 -0.339  0.3437
C: 1.636 -0.440 -1.147  -0.1408
C: -0.027 0.781 1.753  -0.4292
N: -1.464 -1.122 -0.570  -0.4198
N: 0.680 1.168 0.512  -0.4730
H: -2.306 -1.135 -2.592  0.3008
H: 2.621 -0.092 -1.121  0.2504
H: 1.355 -1.340 -1.716  0.2550
H: -1.407 -1.206 0.414  0.5024
H: -1.052 1.080 1.883  0.2504
H: 0.484 1.269 2.499  0.2808
H: 0.013 -0.223 1.955  0.2174
H: 0.514 2.136 0.094  0.4912


Record 6
DFT (the ωB97M-V functional and the def2-TZVPD basis) results for a 2-piece molecular cluster, CH7N2O overall.

## Properties
Energy relative to the best compared isomer or geometry (same formula, charge and spin) ... 38.0 kJ/mol
Frontier orbital gap (spin up / spin down) ... 4.949 / 9.768 eV
2S+1 ... 2

Last column: natural (NBO) charge in e.
Cartesian coordinates (Å):
N: -1.090 1.134 0.578  -0.8628
C: 0.163 0.724 0.951  0.0272
N: 1.185 0.516 0.078  -0.8369
H: -1.348 1.225 -0.380  0.3662
H: -1.872 1.204 1.215  0.3926
H: 0.311 0.663 2.086  0.1587
H: 2.135 0.458 0.393  0.3876
H: 1.070 0.800 -0.872  0.3681
H: -0.903 -1.924 -1.552  0.4687
H: 0.379 -2.821 -1.356  0.4710
O: -0.029 -1.980 -1.141  -0.9405